Entry 1:
{"formula": "C3H2ClF2N", "method": "ωB97M-V with the def2-TZVPD basis set", "smiles": "N#C/C(Cl)=C/F.F", "total_energy_ev": -22589.1024, "elements": ["N", "C", "C", "Cl", "C", "F", "H", "F", "H"], "positions_angstrom": [[-2.281339, -0.574207, 1.373279], [-1.238425, -0.128275, 1.426346], [0.130653, 0.211817, 1.626513], [0.537067, 1.548442, 2.667986], [1.036814, -0.659324, 1.164446], [2.280425, -0.718707, 1.498587], [0.833538, -1.117305, 0.217508], [0.866830, 1.554519, -1.305181], [0.799208, 2.228132, -1.879508]], "forces_ev_per_a": [[-1.8, -0.4, -0.3], [1.6, 0.7, 0.0], [0.6, 0.0, 0.8], [-0.2, -0.6, -0.1], [-1.2, 1.1, -1.1], [1.4, 0.4, 0.6], [-0.4, -1.1, 0.0], [0.2, -1.9, 1.6], [-0.2, 1.9, -1.6]]}

Entry 2:
{"formula": "C5H9NO", "method": "ωB97M-V with the def2-TZVPD basis set", "smiles": "C/N=C/[C@H]1O[C@@H]1C", "total_energy_ev": -8866.6726, "elements": ["C", "N", "C", "C", "O", "C", "C", "H", "H", "H", "H", "H", "H", "H", "H", "H"], "positions_angstrom": [[-2.523239, 1.616722, 0.676021], [-1.218378, 1.235662, 0.209067], [-0.499899, 0.440319, 0.878536], [0.833607, 0.169050, 0.284016], [1.833234, -0.580838, 0.952460], [1.175854, -1.181910, -0.158329], [1.900666, -1.424803, -1.456307], [-3.283843, 1.317085, -0.053516], [-2.529777, 2.710083, 0.715371], [-2.783277, 1.215658, 1.666744], [-0.810679, -0.075549, 1.803146], [1.205145, 1.021918, -0.282441], [0.497878, -1.977832, 0.154289], [2.827364, -1.985624, -1.309916], [1.243054, -2.011656, -2.106355], [2.132290, -0.488284, -1.972787]], "forces_ev_per_a": [[-0.2, 0.1, 0.1], [0.2, -0.1, 0.3], [-0.1, 0.3, -0.2], [-0.1, 0.1, -0.2], [0.1, 0.0, 0.2], [-0.1, -0.2, -0.2], [0.1, 0.0, 0.0], [0.1, 0.0, 0.1], [-0.2, -0.1, 0.1], [0.0, 0.0, -0.1], [0.1, 0.2, -0.1], [0.0, -0.2, -0.1], [0.1, 0.1, -0.1], [-0.1, 0.0, 0.0], [0.1, 0.1, 0.0], [0.0, -0.1, 0.1]]}

Entry 3:
{"formula": "CH5IOSi", "method": "ωB97M-V with the def2-TZVPD basis set", "total_energy_ev": -19141.6223, "elements": ["C", "O", "Si", "I", "H", "H", "H", "H", "H"], "positions_angstrom": [[0.998757, 0.283289, -0.637241], [-1.899410, 0.639707, 1.583603], [-0.776029, -0.356150, -0.725876], [-2.077334, 0.483379, -2.586365], [0.745573, 1.324188, -0.741410], [1.545156, 0.251651, 0.281911], [1.496301, 0.051914, -1.533936], [-2.107208, 1.485239, 1.362981], [-0.550162, -1.825442, -0.715279]], "forces_ev_per_a": [[-2.5, 1.5, 0.4], [2.2, -5.4, -1.3], [0.5, 0.5, 2.3], [0.2, -0.2, 0.5], [0.3, 1.0, -0.1], [0.2, -0.7, 0.4], [0.9, -0.7, -1.0], [-0.9, 4.0, -1.3], [-1.1, 0.1, 0.2]]}

Entry 4:
{"formula": "C18H9BrN5NaO2S", "method": "ωB97M-V with the def2-TZVPD basis set", "total_energy_ev": -115654.9141, "elements": ["Na", "Br", "C", "C", "C", "C", "C", "N", "C", "O", "O", "H", "H", "H", "S", "N", "C", "C", "C", "C", "C", "N", "C", "C", "N", "C", "C", "C", "C", "C", "N", "H", "H", "H", "H", "H", "H"], "positions_angstrom": [[0.454938, 1.075907, 0.000419], [4.497342, -1.073131, -0.000558], [4.627060, 0.851801, -0.000312], [5.908785, 1.386700, -0.000509], [5.992479, 2.766898, -0.000326], [4.825023, 3.517515, 0.000036], [3.603207, 2.868948, 0.000205], [3.512309, 1.524521, 0.000024], [2.289865, 3.679835, 0.000700], [2.395141, 4.901792, 0.000529], [1.252770, 2.966436, 0.000554], [6.774938, 0.743162, -0.000787], [6.964518, 3.243248, -0.000464], [4.825327, 4.597731, 0.000222], [-5.562329, -4.041448, 0.000193], [-5.577787, -2.424665, -0.000548], [-4.312877, -2.035268, -0.000198], [-3.853574, -0.655316, -0.000155], [-4.715492, 0.441265, -0.000289], [-4.178020, 1.707296, -0.000221], [-2.788381, 1.843447, -0.000013], [-1.960333, 0.810100, 0.000110], [-2.476861, -0.422835, 0.000045], [-1.506110, -1.550997, 0.000169], [-0.203471, -1.232473, 0.000334], [0.674887, -2.225025, 0.000419], [0.317361, -3.573551, 0.000329], [-1.017719, -3.904255, 0.000139], [-1.955805, -2.872106, 0.000080], [-3.391845, -3.105331, -0.000083], [-3.966763, -4.298492, -0.000347], [-5.785781, 0.282936, -0.000451], [-4.799987, 2.590512, -0.000323], [-2.324083, 2.822785, 0.000039], [1.720150, -1.939212, 0.000566], [1.085594, -4.333373, 0.000405], [-1.344469, -4.935356, 0.000069]], "forces_ev_per_a": [[0.1, -0.2, 0.0], [-0.1, 0.1, 0.0], [0.3, -0.2, 0.0], [-0.2, -0.1, 0.0], [0.0, 0.0, 0.0], [0.1, 0.0, 0.0], [-0.1, -0.1, 0.0], [-0.1, 0.1, 0.0], [0.1, -0.2, 0.0], [0.1, 0.1, 0.0], [-0.3, 0.4, 0.0], [0.0, 0.0, 0.0], [0.0, 0.0, 0.0], [0.0, 0.0, 0.0], [0.1, 0.1, 0.0], [0.1, -0.1, 0.0], [-0.2, 0.3, 0.0], [0.0, -0.1, 0.0], [0.0, 0.1, 0.0], [0.1, 0.0, 0.0], [0.0, 0.0, 0.0], [-0.1, 0.2, 0.0], [0.3, -0.3, 0.0], [-0.2, 0.3, 0.0], [0.1, -0.3, 0.0], [0.0, 0.0, 0.0], [0.0, 0.0, 0.0], [0.1, 0.0, 0.0], [-0.2, -0.1, 0.0], [0.3, -0.3, 0.0], [-0.1, 0.1, 0.0], [0.0, 0.0, 0.0], [0.0, 0.0, 0.0], [0.0, 0.0, 0.0], [0.0, 0.0, 0.0], [0.0, 0.0, 0.0], [-0.1, 0.0, 0.0]]}

Across the entries above, frontier orbital gap takes the values 10.20; 10.93; 8.08; 7.31 eV, respectively.
Across the entries above, LUMO level takes the values 0.008; 0.043; -0.050; -0.038 Ha, respectively.
Across the entries above, energy relative to the best compared isomer or geometry (same formula, charge and spin) takes the values 17.8; 245.1; 420.8; 14.4 kJ/mol, respectively.